Density functional theory data (ωB97M-V/def2-TZVPD) for 2 unconnected molecules or ions with the total composition C2H9OPSi at a distorted geometry.

Each line ends with the Mulliken charge.
Geometry (Å):
P1 0.50910 1.95161 0.97833  -0.166
Si1 0.22733 0.17216 -0.25686  0.574
O1 1.46660 0.16789 -1.33415  -0.478
C1 -1.47409 0.06227 -1.26071  -0.920
C2 0.32442 -1.62547 1.75214  -1.147
H1 -0.17652 -2.60096 1.65481  0.292
H2 1.32507 -1.73899 2.01488  0.316
H3 1.58545 2.56294 0.23167  0.061
H4 -1.82536 1.08451 -1.34446  0.316
H5 -2.05416 -0.65016 -0.69080  0.288
H6 -0.26282 -1.06942 2.41984  0.330
H7 -1.12993 -0.46386 -2.32304  0.220
H8 1.71391 -0.54875 -1.94971  0.302
H9 -0.22900 2.69622 0.10807  0.013

Output
- HOMO level: -8.4 eV
- Energy above the lowest of the compared OMol25 structures with the same formula, charge and spin: 247.5 kJ/mol
- E_LUMO: 0.53 eV
- Total charge: 0
- Orbital gap: 0.3275 hartree
- 2S+1: 1